1.
The following is a quantum chemistry calculation of a molecular structure, C13H20MnN3, from the OMol25 dataset.

Values from the calculation:
Total charge: -1
HOMO energy (alpha / beta) (eV): 0.0557 / -4.1518
2S+1: 6
Gap between HOMO and LUMO (alpha / beta) (eV): 3.101 / 7.295

Atoms and positions in Å:
C (0.752, 2.744, -0.548)
Mn (-0.043, 1.316, -1.279)
N (-0.844, -0.394, -2.469)
N (-1.782, 2.301, -2.053)
H (-1.403, -0.881, -1.786)
H (0.751, 2.114, -2.598)
H (1.819, 2.563, -0.332)
H (0.232, 2.869, 0.437)
H (0.690, 3.737, -1.017)
H (-2.652, 1.886, -1.676)
H (-1.825, 2.211, -3.086)
H (-1.853, 3.326, -1.868)
H (-1.430, -0.229, -3.282)
H (-0.133, -1.058, -2.755)
C (3.532, -2.468, -0.360)
C (3.302, -1.343, -1.194)
C (2.175, -0.535, -1.017)
C (1.259, -0.864, 0.022)
C (1.456, -2.025, 0.813)
C (2.597, -2.780, 0.629)
N (0.139, -0.054, 0.168)
C (-0.780, -0.140, 1.210)
C (-2.158, 0.087, 0.929)
C (-3.081, -0.040, 1.966)
C (-2.670, -0.360, 3.278)
C (-1.312, -0.535, 3.538)
C (-0.366, -0.411, 2.538)
H (4.412, -3.068, -0.502)
H (4.013, -1.111, -1.979)
H (1.994, 0.362, -1.626)
H (0.732, -2.285, 1.566)
H (2.762, -3.657, 1.289)
H (-2.463, 0.342, -0.078)
H (-4.141, 0.120, 1.751)
H (-3.407, -0.456, 4.067)
H (-0.972, -0.771, 4.560)
H (0.697, -0.513, 2.744)


2.
The following is a quantum chemistry calculation of a single C13H20N2O3S molecule, from the OMol25 dataset.

Values from the calculation:
Total charge: 0
HOMO energy (eV): -9.2853
2S+1: 1
SMILES string: CC[C@H](C)NC(=O)CNS(=O)(=O)c1ccc(C)cc1
Gap between HOMO and LUMO (eV): 9.860
Energy above the lowest of the compared OMol25 structures with the same formula, charge and spin (kJ/mol): 128.6

Atoms and positions in Å:
C (-4.937, -2.233, 0.581)
C (-3.673, -1.407, 0.379)
C (-3.928, -0.080, -0.349)
C (-4.445, -0.271, -1.770)
N (-2.691, 0.679, -0.407)
C (-2.345, 1.597, 0.506)
O (-3.073, 2.006, 1.390)
C (-0.894, 2.080, 0.356)
N (0.039, 1.076, 0.840)
S (0.366, -0.249, -0.137)
O (-0.082, 0.054, -1.472)
O (-0.129, -1.442, 0.488)
C (2.145, -0.248, -0.095)
C (2.811, -1.083, 0.778)
C (4.195, -1.046, 0.827)
C (4.910, -0.178, 0.010)
C (6.405, -0.128, 0.056)
C (4.213, 0.654, -0.865)
C (2.832, 0.622, -0.919)
H (-5.701, -1.643, 1.081)
H (-4.718, -3.102, 1.196)
H (-5.335, -2.584, -0.368)
H (-2.931, -1.982, -0.178)
H (-3.239, -1.174, 1.353)
H (-4.633, 0.524, 0.234)
H (-4.528, 0.691, -2.269)
H (-3.759, -0.899, -2.334)
H (-5.425, -0.738, -1.760)
H (-1.983, 0.342, -1.049)
H (-0.755, 2.994, 0.938)
H (-0.653, 2.260, -0.692)
H (-0.176, 0.772, 1.778)
H (2.238, -1.757, 1.395)
H (4.723, -1.699, 1.505)
H (6.800, -0.854, 0.761)
H (6.820, -0.334, -0.929)
H (6.739, 0.865, 0.354)
H (4.762, 1.328, -1.506)
H (2.277, 1.250, -1.597)


3.
The following is a quantum chemistry calculation of a single C13H20N2OS molecule, from the OMol25 dataset.

Values from the calculation:
Total charge: 0
HOMO energy (eV): -8.1168
2S+1: 1
SMILES string: CCCCc1ccc(NC(=S)NCCO)cc1
Gap between HOMO and LUMO (eV): 8.757
Energy above the lowest of the compared OMol25 structures with the same formula, charge and spin (kJ/mol): 76.1

Atoms and positions in Å:
C (-3.314, 1.263, -5.322)
C (-2.823, -0.054, -4.733)
C (-2.188, 0.143, -3.359)
C (-1.685, -1.177, -2.764)
C (-1.060, -0.943, -1.421)
C (-1.814, -1.028, -0.257)
C (-1.247, -0.766, 0.974)
C (0.095, -0.401, 1.074)
N (0.600, -0.179, 2.361)
C (1.668, 0.542, 2.788)
S (2.673, 1.411, 1.802)
N (1.810, 0.569, 4.142)
C (2.988, 1.098, 4.786)
C (4.057, 0.013, 4.998)
O (4.309, -0.722, 3.832)
C (0.861, -0.331, -0.084)
C (0.280, -0.594, -1.310)
H (-3.763, 1.102, -6.300)
H (-4.060, 1.717, -4.673)
H (-2.489, 1.962, -5.433)
H (-3.662, -0.749, -4.648)
H (-2.090, -0.502, -5.408)
H (-2.920, 0.587, -2.680)
H (-1.351, 0.840, -3.441)
H (-2.524, -1.870, -2.670)
H (-0.952, -1.618, -3.443)
H (-2.856, -1.305, -0.313)
H (-1.849, -0.842, 1.870)
H (-0.016, -0.519, 3.091)
H (1.304, -0.125, 4.675)
H (2.704, 1.534, 5.746)
H (3.382, 1.883, 4.134)
H (3.718, -0.718, 5.739)
H (4.972, 0.492, 5.375)
H (4.450, -0.105, 3.100)
H (1.904, -0.074, -0.030)
H (0.889, -0.534, -2.200)


4.
The following is a quantum chemistry calculation of a gas-phase ion, C13H20N3O2 (charge +1), from the OMol25 dataset.

Values from the calculation:
Total charge: +1
HOMO energy (eV): -12.6774
2S+1: 1
SMILES string: O=C(NCCC[NH+]1CCOCC1)c1cccnc1
Gap between HOMO and LUMO (eV): 9.917

Atoms and positions in Å:
O (-0.011, -0.111, -0.619)
C (-0.961, 0.641, -0.356)
N (-0.798, 1.971, -0.292)
C (0.446, 2.631, -0.639)
C (1.494, 2.592, 0.496)
C (2.738, 1.782, 0.137)
N (2.460, 0.332, 0.050)
C (3.346, -0.377, -0.898)
C (2.923, -1.849, -0.973)
O (2.993, -2.453, 0.291)
C (2.136, -1.814, 1.200)
C (2.530, -0.342, 1.366)
C (-2.311, 0.103, -0.119)
C (-3.297, 0.756, 0.622)
C (-4.530, 0.147, 0.770)
C (-4.730, -1.099, 0.186)
N (-3.799, -1.726, -0.512)
C (-2.630, -1.146, -0.663)
H (-1.599, 2.550, -0.097)
H (0.205, 3.662, -0.892)
H (0.847, 2.150, -1.537)
H (1.819, 3.607, 0.724)
H (1.031, 2.196, 1.401)
H (3.521, 1.948, 0.881)
H (3.117, 2.121, -0.830)
H (1.435, 0.198, -0.305)
H (3.267, 0.081, -1.884)
H (4.378, -0.304, -0.543)
H (3.603, -2.403, -1.621)
H (1.902, -1.915, -1.375)
H (2.239, -2.341, 2.149)
H (1.093, -1.880, 0.857)
H (1.856, 0.149, 2.068)
H (3.555, -0.277, 1.741)
H (-3.106, 1.704, 1.107)
H (-5.315, 0.619, 1.338)
H (-5.671, -1.621, 0.288)
H (-1.899, -1.684, -1.252)


5.
The following is a quantum chemistry calculation of a molecular structure, C13H20N3O6V, from the OMol25 dataset.

Values from the calculation:
Total charge: 0
HOMO energy (alpha / beta) (eV): -8.4525 / -9.3589
2S+1: 3
Gap between HOMO and LUMO (alpha / beta) (eV): 8.803 / 9.580
Energy above the lowest of the compared OMol25 structures with the same formula, charge and spin (kJ/mol): 0.0

Atoms and positions in Å:
V (0.089, -0.077, 0.217)
N (3.095, 0.004, 3.027)
C (1.982, -0.158, 2.304)
O (1.825, 0.467, 1.244)
C (0.931, -1.119, 2.781)
C (-0.397, -0.742, 2.125)
H (3.814, 0.623, 2.691)
H (3.225, -0.476, 3.898)
H (0.911, -1.150, 3.876)
H (1.242, -2.110, 2.434)
H (-0.819, 0.161, 2.588)
H (-1.128, -1.543, 2.228)
O (-2.865, -1.000, -0.654)
C (-1.837, -0.656, -0.358)
C (0.191, 4.644, 2.483)
C (-1.020, 5.062, 1.654)
C (-1.099, 4.329, 0.304)
C (-2.356, 4.795, -0.464)
C (-2.528, 4.135, -1.829)
C (0.117, 4.723, -0.522)
O (0.421, 5.877, -0.721)
N (0.856, 3.700, -1.078)
C (0.611, 2.355, -0.874)
O (1.323, 1.494, -1.388)
N (-0.401, 1.974, -0.076)
C (-1.242, 2.827, 0.561)
O (-2.119, 2.417, 1.301)
H (0.215, 5.182, 3.430)
H (1.124, 4.859, 1.957)
H (0.158, 3.575, 2.708)
H (-0.986, 6.132, 1.449)
H (-1.938, 4.840, 2.198)
H (-2.288, 5.878, -0.577)
H (-3.215, 4.569, 0.169)
H (-1.706, 4.388, -2.502)
H (-3.451, 4.471, -2.299)
H (-2.577, 3.047, -1.744)
H (1.646, 3.947, -1.657)
C (2.163, -1.680, -1.105)
O (0.854, -1.536, -0.634)
H (2.222, -2.559, -1.753)
H (2.878, -1.820, -0.283)
H (2.481, -0.803, -1.677)


6.
The following is a quantum chemistry calculation of a molecular structure, C13H20N8OsS2, from the OMol25 dataset.

Values from the calculation:
Total charge: +2
HOMO energy (eV): -14.6915
2S+1: 1
Gap between HOMO and LUMO (eV): 7.405
Energy above the lowest of the compared OMol25 structures with the same formula, charge and spin (kJ/mol): 0.0

Atoms and positions in Å:
Os (-0.231, -0.005, 0.289)
N (-0.889, 0.750, -1.659)
C (-2.201, 0.107, -1.944)
C (-3.015, 0.169, -0.673)
N (-2.236, -0.529, 0.395)
H (-1.009, 1.760, -1.634)
H (-0.229, 0.568, -2.410)
H (-2.003, -0.932, -2.209)
H (-2.715, 0.581, -2.778)
H (-3.999, -0.283, -0.787)
H (-3.145, 1.203, -0.353)
H (-2.334, -1.538, 0.294)
H (-2.637, -0.294, 1.300)
S (0.465, -0.625, 2.322)
C (2.155, -0.895, 2.050)
S (1.694, -2.433, 2.506)
C (3.195, -0.147, 1.659)
C (4.503, -0.716, 1.546)
N (5.550, -1.183, 1.477)
C (2.935, 1.208, 1.275)
N (2.656, 2.260, 0.904)
C (0.443, -4.252, -3.048)
N (0.975, -3.878, -1.727)
C (2.081, -4.669, -1.156)
C (0.623, -2.761, -1.172)
N (0.321, -1.759, -0.669)
H (0.317, -5.332, -3.067)
H (1.133, -3.952, -3.836)
H (-0.524, -3.782, -3.202)
H (1.823, -5.722, -1.243)
H (2.203, -4.415, -0.107)
H (3.006, -4.469, -1.696)
C (-0.364, 5.452, 1.334)
N (-0.686, 4.028, 1.487)
C (-1.326, 3.449, 2.551)
C (-1.357, 2.114, 2.301)
N (-0.746, 1.872, 1.085)
C (-0.350, 3.056, 0.634)
H (-0.554, 5.947, 2.280)
H (-0.987, 5.895, 0.561)
H (0.688, 5.555, 1.080)
H (-1.683, 4.025, 3.387)
H (-1.756, 1.329, 2.922)
H (0.211, 3.241, -0.268)


| no. | maximum force (eV/A) |
| --- | --- |
| 1 | 5.21 |
| 2 | 0.82 |
| 3 | 0.82 |
| 4 | 0.83 |
| 5 | 1.07 |
| 6 | 1.02 |